(1)
A molecular structure, C22H30N2P2Pr. Source: the OMol25 dataset; level of theory: ωB97M-V with the def2-TZVPD basis set.

Each line ends with the Löwdin charge.
Atoms and positions in Å:
C -1.159634 3.465703 -2.454682  -0.06
C -0.882980 2.225746 -1.898587  -0.23
C 0.489050 1.816948 -1.792219  -0.21
C 1.519713 2.647402 -2.292096  -0.15
C 1.201265 3.905742 -2.793606  -0.04
C -0.128528 4.297465 -2.903716  -0.07
C 2.932006 2.129557 -2.437302  -0.08
C 3.042818 0.645901 -2.172016  -0.15
C 1.934037 -0.100118 -1.711522  -0.22
C 1.965416 -1.540003 -1.772473  -0.23
C 3.140495 -2.155983 -2.170409  -0.06
C 4.256506 -1.400658 -2.542832  -0.08
C 4.213396 -0.013386 -2.535226  -0.04
H -2.201275 3.789158 -2.539209  0.12
H 2.021759 4.536628 -3.145915  0.12
H -0.359840 5.271274 -3.312969  0.10
H 3.220572 2.287567 -3.508711  0.14
H 3.179790 -3.249654 -2.203608  0.12
H 5.168877 -1.903216 -2.836710  0.10
H 5.059635 0.594509 -2.862302  0.12
N 0.783915 0.559994 -1.261817  -0.14
Pr 0.749374 0.454242 1.138381  0.87
C -2.017956 1.338017 -1.411043  -0.29
H -1.958327 0.339926 -1.870328  0.09
H -2.996697 1.758628 -1.687129  0.10
C 0.748226 -2.403738 -1.450296  -0.29
H -0.125660 -2.119381 -2.056844  0.10
H 0.955447 -3.462501 -1.672499  0.10
P -1.969065 1.167451 0.421911  0.78
P 0.306425 -2.276209 0.319788  0.79
C 1.618933 -3.324669 1.079821  -0.24
H 1.531787 -3.222561 2.172992  0.04
H 1.493087 -4.381197 0.796341  0.06
H 2.615676 -2.974127 0.777531  0.05
C -1.164983 -3.337413 0.505214  -0.25
H -0.935964 -4.394534 0.300242  0.06
H -1.527878 -3.244449 1.538637  0.03
H -1.960583 -2.993025 -0.168416  0.05
C -2.540003 2.860424 0.880897  -0.26
H -3.551343 3.043289 0.482449  0.05
H -2.547719 2.937834 1.979210  0.04
H -1.847422 3.623898 0.500969  0.05
C -3.479026 0.202861 0.734897  -0.26
H -3.546144 -0.029376 1.805832  0.03
H -4.367686 0.778131 0.440618  0.06
H -3.467960 -0.748414 0.188239  0.04
H 3.705668 2.746206 -1.939111  0.13
H 0.287991 2.305240 1.644371  -0.18
C -1.245681 -1.507700 6.063673  -0.07
C -2.004064 -1.506101 4.727630  -0.19
C -1.203911 -0.999092 3.655844  -0.10
N -0.536052 -0.531430 2.818754  0.02
H -0.354366 -2.137965 5.995113  0.09
H -1.873419 -1.886676 6.870407  0.09
H -0.943235 -0.486294 6.316785  0.09
H -2.336331 -2.519528 4.450383  0.14
H -2.908125 -0.880368 4.796645  0.14

Atoms 1-3, force components in eV/Å:
C 0.2 0.2 -0.1
C 0.7 -0.1 0.2
C -0.2 0.4 -0.5

Results
Net charge: +1
Spin multiplicity: 3
Largest force on an atom in eV/A: 4.379
LUMO level (spin up / spin down) in eV: -3.07 / -3.01

(2)
C22H30N4O2 in the gas phase. Source: the OMol25 dataset; level of theory: ωB97M-V with the def2-TZVPD basis set.

Each line ends with the Löwdin charge.
Atoms and positions in Å:
C -3.610556 -1.711433 2.006454  -0.06
H -3.326135 -2.735879 1.777083  0.07
H -4.580059 -1.740847 2.497922  0.08
H -2.886016 -1.284202 2.694738  0.08
C -3.707699 -0.850227 0.748078  -0.37
N -2.405199 -0.381353 0.287769  -0.11
C -1.380603 -1.387311 0.083940  -0.16
H -1.342839 -1.773247 -0.944935  0.13
C -0.009505 -0.790160 0.441695  -0.16
N 1.026143 -1.790421 0.538386  0.07
C 1.951563 -1.967930 -0.427187  -0.53
O 1.909228 -1.404982 -1.500429  0.07
C 3.089248 -2.908196 -0.034661  -0.07
H 2.706411 -3.817141 0.429313  0.12
H 3.638119 -3.169534 -0.939958  0.12
C 4.035732 -2.184630 0.937175  -0.11
N 4.359637 -0.874396 0.408583  -0.05
N 3.423591 0.031585 0.604165  0.16
C 3.493038 1.191065 0.017402  -0.22
C 4.602072 1.512836 -0.821124  0.02
C 5.579853 0.595953 -0.992747  0.05
C 5.491103 -0.716098 -0.384915  -0.43
O 6.295241 -1.622334 -0.508964  0.05
H 6.445424 0.780639 -1.610399  0.12
H 4.658088 2.484996 -1.287310  0.11
C 2.368125 2.103936 0.241912  -0.18
C 1.674271 2.068283 1.450000  -0.05
C 0.580144 2.886137 1.653624  -0.08
C 0.160999 3.748577 0.653390  -0.10
C 0.842350 3.787188 -0.551228  -0.08
C 1.940884 2.973134 -0.758445  -0.03
H 2.447914 2.991079 -1.711481  0.11
H 0.513567 4.452095 -1.336369  0.10
H -0.694928 4.387791 0.811031  0.10
H 0.050255 2.852983 2.594425  0.11
H 2.011331 1.392806 2.221025  0.11
H 3.561069 -2.040727 1.909990  0.12
H 4.969831 -2.739473 1.044486  0.12
H 1.102858 -2.303053 1.401157  0.14
H -0.095178 -0.259480 1.392289  0.12
H 0.310243 -0.082266 -0.324437  0.11
H -1.565394 -2.229762 0.749778  0.11
C -2.523148 0.542121 -0.837933  -0.36
C -3.365541 -0.032162 -1.993416  -0.15
C -4.709749 -0.577750 -1.517382  -0.19
C -4.496299 -1.554393 -0.364495  -0.15
H -5.456348 -1.900946 0.022514  0.11
H -3.935790 -2.425226 -0.712723  0.12
H -5.347958 0.242114 -1.180371  0.11
H -5.220605 -1.073117 -2.346519  0.11
H -3.517465 0.743235 -2.745776  0.11
H -2.805491 -0.843414 -2.464634  0.11
H -1.507008 0.703167 -1.211930  0.13
C -3.036371 1.905076 -0.368882  -0.04
H -2.495330 2.202044 0.525274  0.07
H -4.099048 1.889252 -0.146493  0.07
H -2.862562 2.646444 -1.144678  0.08
H -4.255501 0.057527 1.026196  0.14

Atoms 1-3, force components in eV/Å:
C 0.0 0.2 -0.2
H 0.0 -0.1 0.0
H -0.1 0.0 0.1

Results
ΔE to the lowest compared entry with this formula, charge and spin in kcal/mol: 53.85
SMILES: C[C@@H]1CCC[C@@H](C)N1CCNC(=O)CCn1nc(-c2ccccc2)ccc1=O
Net charge: 0
Spin multiplicity: 1
Largest force on an atom in eV/A: 0.998
LUMO level in eV: 0.19

(3)
2 unconnected molecules or ions with the total composition C22H30N4O3. Source: the OMol25 dataset; level of theory: ωB97M-V with the def2-TZVPD basis set.

Each line ends with the Löwdin charge.
Atoms and positions in Å:
C 3.611733 -1.779093 -2.110022  -0.03
N 3.435350 -0.574308 -1.269433  0.01
C 4.652917 0.044239 -0.966332  -0.43
O 5.730288 -0.452005 -1.273422  0.09
N 4.596204 1.287038 -0.328967  0.01
C 5.840488 2.007991 -0.217050  -0.02
C 3.453389 1.949992 0.159437  -0.34
O 3.583062 3.046269 0.712250  0.07
C 2.182922 1.203296 0.040229  -0.01
C 1.094969 1.537762 0.790247  0.08
C -0.334219 1.438241 0.439751  -0.21
C -0.998849 0.259178 0.811687  0.00
C -2.334487 -0.006323 0.467750  -0.11
C -3.083535 1.005366 -0.227936  -0.10
N -4.397780 0.781331 -0.543515  -0.10
C -5.141540 -0.312996 0.047182  -0.18
C -4.309742 -1.572709 0.114638  -0.17
C -2.992493 -1.315700 0.868810  -0.14
C -5.291666 1.829188 -0.970918  -0.19
C -4.612824 2.872374 -1.823310  -0.17
C -3.274402 3.350005 -1.208437  -0.14
C -2.448879 2.257057 -0.534774  -0.13
C -1.098821 2.469189 -0.195153  0.03
C 2.186971 -0.031537 -0.834285  -0.31
O 1.147611 -0.644624 -1.081267  0.07
H 2.663795 -2.146965 -2.506410  0.10
H 4.311459 -1.529570 -2.913581  0.10
H 4.104773 -2.571316 -1.527776  0.09
H 5.553638 3.002706 0.122969  0.08
H 6.502138 1.514538 0.507879  0.11
H 6.293734 2.037771 -1.212496  0.10
H 1.257073 2.254595 1.604432  0.14
H -0.365178 -0.449270 1.339119  0.10
H -5.503623 -0.004802 1.041810  0.13
H -6.034261 -0.447459 -0.567833  0.12
H -4.912465 -2.352209 0.593463  0.11
H -4.065700 -1.909362 -0.900710  0.12
H -2.297184 -2.156662 0.699006  0.10
H -3.204186 -1.302147 1.957951  0.13
H -6.090065 1.334150 -1.525168  0.12
H -5.750212 2.265230 -0.073265  0.13
H -4.439540 2.461635 -2.826705  0.12
H -5.303295 3.718242 -1.933773  0.11
H -2.667329 3.821845 -1.998958  0.11
H -3.496840 4.145517 -0.467618  0.12
H -0.638417 3.427778 -0.455389  0.12
C 0.466468 -3.064369 1.204242  -0.11
N 1.639512 -2.183939 1.441945  -0.31
C 2.081719 -2.334052 2.842363  -0.11
C 2.700009 -2.689418 0.583162  -0.15
H 0.111045 -2.916988 0.168449  0.09
H 0.807246 -4.109287 1.357043  0.08
H -0.336240 -2.822962 1.918031  0.08
H 2.966402 -1.706599 3.027542  0.08
H 1.271433 -2.038676 3.519901  0.08
H 2.327650 -3.399047 3.023878  0.08
H 3.635802 -2.146646 0.754033  0.10
H 2.836418 -3.765763 0.787401  0.09
H 2.377556 -2.585719 -0.452094  0.04

Atoms 1-3, force components in eV/Å:
C 0.2 0.0 0.0
N 0.2 1.1 0.2
C 0.3 0.0 -0.1

Results
ΔE to the lowest compared entry with this formula, charge and spin in kcal/mol: 47.66
SMILES: CN1C(=O)C(=Cc2cc3c4c(c2)CCCN4CCC3)C(=O)N(C)C1=O.CN(C)C
Net charge: 0
Spin multiplicity: 1
Largest force on an atom in eV/A: 2.483
LUMO level in eV: -0.56

(4)
A molecular structure, C22H30N8O6SiY. Source: the OMol25 dataset; level of theory: ωB97M-V with the def2-TZVPD basis set.

Each line ends with the Löwdin charge.
Atoms and positions in Å:
Y 11.383439 11.999475 8.063039  1.65
O 5.529443 11.104904 10.156476  0.08
C 6.766607 11.528675 9.672224  -0.20
C 6.927378 12.049068 8.399656  0.09
C 8.242347 12.395445 8.061447  -0.15
N 9.299266 12.105179 8.887162  0.00
C 9.134281 11.642060 10.176730  -0.16
C 7.874624 11.201116 10.519149  0.11
C 10.360121 11.511756 11.007307  -0.50
O 10.347830 11.150991 12.243485  0.04
O 11.468806 11.886968 10.378157  -0.18
C 8.658924 12.984659 6.774682  -0.54
O 7.696793 13.484473 6.192859  0.09
O 9.967022 12.902546 6.465549  -0.18
H 4.802930 11.463904 9.652177  0.11
H 6.116892 12.257699 7.717139  0.14
H 7.777681 10.703140 11.463251  0.14
C 18.060514 11.966105 8.480992  -0.02
C 17.393347 10.652010 8.466210  -0.31
C 18.073470 9.465946 8.834162  0.00
C 17.342344 8.296159 8.961192  -0.02
C 16.017842 8.267734 8.452339  -0.03
C 15.475780 9.431035 7.905498  -0.27
N 16.159492 10.580327 7.929977  0.16
N 14.140386 9.374401 7.270147  -0.01
Si 13.329538 8.014797 6.300726  0.59
C 14.713426 6.735683 6.060781  -0.17
C 13.074229 8.595472 4.565748  -0.16
C 11.668842 7.427466 7.017388  -0.15
H 19.087483 11.667439 8.537043  0.08
H 17.645909 12.643088 9.218286  0.09
H 17.836670 12.491337 7.560460  0.08
H 19.164367 9.523909 9.142849  0.14
H 17.722797 7.417031 9.483423  0.12
H 15.477113 7.322034 8.519126  0.11
H 15.710573 7.205755 6.315707  0.04
H 14.788147 6.386464 4.997786  0.06
H 14.600506 5.964287 6.835629  0.04
H 12.092996 9.041196 4.361262  0.05
H 13.387327 7.800754 3.890138  0.04
H 13.728737 9.446080 4.422937  0.04
H 11.557069 7.504798 8.087905  0.03
H 11.420069 6.384684 6.841591  0.04
H 10.896303 8.008861 6.558105  0.02
O 12.135989 10.160152 7.069824  -0.29
N 13.381053 10.411848 7.502329  0.00
C 13.219853 14.085678 6.695434  -0.11
N 12.535468 14.012605 8.060023  -0.24
C 11.678205 15.183400 8.244903  -0.16
N 12.413930 16.447951 8.131373  -0.06
C 13.131322 16.489705 6.829384  -0.14
N 14.032889 15.348964 6.636757  -0.08
C 14.975874 15.411257 7.757104  -0.16
N 14.291313 15.317843 9.051572  -0.09
C 13.557216 14.043994 9.114793  -0.16
C 13.402192 16.471039 9.166742  -0.19
H 12.482847 14.113672 5.865256  0.14
H 13.808722 13.137696 6.601571  0.12
H 11.238701 15.138274 9.201260  0.12
H 10.851459 15.106433 7.502591  0.14
H 13.764589 17.420328 6.788132  0.15
H 12.431368 16.487346 6.014384  0.12
H 15.483840 16.389768 7.693019  0.14
H 15.652785 14.605325 7.699058  0.10
H 12.981777 13.964342 10.041234  0.13
H 14.254309 13.204389 8.988498  0.13
H 14.043648 17.387794 9.215266  0.15
H 12.989511 16.309254 10.168267  0.13

Atoms 1-3, force components in eV/Å:
Y -0.9 0.9 0.5
O 2.1 0.5 -0.1
C -1.2 -2.0 1.2

Results
Net charge: +1
Spin multiplicity: 1
Largest force on an atom in eV/A: 5.297
LUMO level in eV: -4.80